(1)
Below is a molecular structure, C34H68CuO23S4 in a non-equilibrium geometry, with properties calculated with wB97M-V/def2-TZVPD.

Geometry (Å):
Cu  1.37462  -0.26528  -3.62344
S  0.99671  0.68139  0.35519
O  2.18594  0.55384  -0.46342
O  0.72027  2.08178  0.48006
O  0.13709  0.04676  -0.65347
O  1.08547  -0.04623  1.57843
C  -6.25584  1.71782  0.35851
C  -7.59612  1.96518  1.11556
C  -7.14771  1.82804  2.51089
O  -6.10842  0.87293  2.62090
C  -5.44725  0.86853  1.35046
H  -5.73246  2.65195  0.15458
H  -6.31604  1.16084  -0.57649
H  -8.33130  1.20523  0.85081
H  -7.95918  2.98564  0.99331
H  -7.96237  1.54415  3.17709
H  -6.82919  2.80379  2.87773
H  -5.38013  -0.10266  0.86015
H  -4.51469  1.42518  1.25806
C  -3.68699  -6.61655  3.06770
C  -2.58524  -5.75137  2.51277
C  -2.72083  -4.38430  3.13572
O  -4.11248  -4.42581  3.58947
C  -4.79811  -5.64227  3.19177
H  -3.44621  -6.90866  4.08985
H  -3.82172  -7.50600  2.45221
H  -2.68207  -5.67315  1.42990
H  -1.59650  -6.17861  2.67999
H  -2.52650  -3.71955  2.29403
H  -1.98893  -4.30326  3.93937
H  -5.26262  -5.57381  2.20809
H  -5.65175  -5.91047  3.81424
C  0.99418  5.64864  -5.41466
C  0.82713  4.91933  -6.70798
C  1.66307  3.63486  -6.41910
O  1.24193  3.36135  -5.06495
C  1.15723  4.56565  -4.33187
H  0.07114  6.20077  -5.23786
H  1.77582  6.40588  -5.35361
H  1.12688  5.51636  -7.56926
H  -0.23073  4.67117  -6.79424
H  2.70249  3.95403  -6.49550
H  1.58393  2.87542  -7.19697
H  1.99662  4.73069  -3.65639
H  0.28684  4.43799  -3.68828
C  3.53120  -6.10949  -1.99502
C  3.08888  -6.62351  -3.34527
C  1.85842  -5.72962  -3.63247
O  2.19379  -4.43233  -3.05745
C  2.97635  -4.73713  -1.83776
H  4.60014  -6.03483  -1.79531
H  3.06408  -6.74920  -1.24625
H  2.93366  -7.70214  -3.36893
H  3.80614  -6.41962  -4.14030
H  0.94919  -6.09229  -3.15301
H  1.71091  -5.79866  -4.71023
H  2.20784  -4.61129  -1.07510
H  3.77171  -4.00956  -1.67602
C  -3.23238  3.86330  7.47213
C  -2.19321  3.85387  6.39459
C  -1.84207  2.38883  6.11238
O  -2.89548  1.68759  6.87991
C  -3.11929  2.44243  8.08678
H  -4.17897  4.06124  6.96925
H  -2.94307  4.56069  8.25830
H  -1.30070  4.38231  6.72969
H  -2.61046  4.34287  5.51432
H  -0.81630  2.18983  6.42268
H  -1.98208  2.09955  5.07084
H  -2.28242  2.40367  8.78410
H  -3.95536  2.13665  8.71574
C  -4.38733  -2.50802  -5.61721
C  -3.47553  -2.74608  -6.79422
C  -2.29054  -1.79181  -6.65152
O  -2.04424  -1.88775  -5.24491
C  -3.31425  -1.96781  -4.60561
H  -4.93901  -3.38220  -5.27141
H  -5.21522  -1.83848  -5.85046
H  -4.08463  -2.62892  -7.69052
H  -3.13822  -3.78027  -6.72514
H  -2.54497  -0.75455  -6.86935
H  -1.43481  -2.13806  -7.23114
H  -3.65607  -0.98868  -4.27012
H  -3.21595  -2.71503  -3.81814
C  6.24550  -2.40268  -6.56288
C  6.61961  -2.10116  -5.08595
C  5.88427  -0.80711  -4.79591
O  4.68545  -1.14955  -5.40088
C  4.84510  -1.82297  -6.64231
H  6.28659  -3.46598  -6.79912
H  6.87073  -1.91412  -7.31022
H  7.69193  -2.03243  -4.90282
H  6.39735  -2.95540  -4.44642
H  6.32170  0.02978  -5.34032
H  5.86095  -0.66068  -3.71604
H  4.71473  -1.10692  -7.45373
H  4.17990  -2.68598  -6.61393
C  5.75391  1.77754  3.68260
C  5.21526  3.14587  3.45505
O  5.85725  3.94940  4.34231
S  7.42765  3.56237  4.41109
O  7.93198  3.90591  5.77219
O  8.20265  4.06270  3.25580
O  7.05221  1.95493  4.24104
H  5.71143  1.09862  2.83093
H  5.22001  1.32507  4.51826
H  4.14166  3.20195  3.63486
H  5.35740  3.46868  2.42369
C  -3.33048  6.99375  0.61141
C  -3.59986  8.13841  -0.40193
O  -4.28022  9.08956  0.43210
S  -4.98633  8.45861  1.80846
O  -6.40193  8.70175  1.89515
O  -4.24738  8.78643  3.07209
O  -4.53959  6.94521  1.27487
H  -2.58070  7.28979  1.34509
H  -3.08829  6.05494  0.11331
H  -4.24542  7.82357  -1.22181
H  -2.73716  8.48628  -0.97011
C  4.55709  -4.23865  4.74371
C  3.31546  -4.21312  5.70536
O  3.87107  -4.32770  6.98567
S  5.29723  -3.54385  7.14768
O  6.25214  -4.36224  7.85653
O  5.18009  -2.13224  7.53326
O  5.61001  -3.64226  5.49619
H  4.33961  -3.67981  3.83348
H  4.91324  -5.24241  4.51189
H  2.61141  -5.04151  5.62661
H  2.77904  -3.26504  5.66651

Values from the calculation:
- HOMO (alpha / beta) (Eh) = -0.3370 / -0.3325
- energy above the lowest of the compared OMol25 structures with the same formula, charge and spin (eV) = 11.1480
- <S²> = 0.76
- E (eV) = -171417.548
- spin multiplicity = 2

Atom charges from the Löwdin analysis, given in e for atoms 1 to 99:
1. Cu 0.87
2. S 0.14
3. O -0.22
4. O -0.31
5. O -0.23
6. O -0.31
7. C -0.17
8. C -0.17
9. C -0.26
10. O -0.10
11. C -0.20
12. H 0.10
13. H 0.10
14. H 0.11
15. H 0.11
16. H 0.12
17. H 0.12
18. H 0.11
19. H 0.11
20. C -0.20
21. C -0.21
22. C -0.16
23. O -0.13
24. C -0.21
25. H 0.12
26. H 0.12
27. H 0.11
28. H 0.11
29. H 0.12
30. H 0.12
31. H 0.11
32. H 0.12
33. C -0.19
34. C -0.17
35. C -0.18
36. O -0.16
37. C -0.19
38. H 0.11
39. H 0.11
40. H 0.11
41. H 0.11
42. H 0.11
43. H 0.11
44. H 0.12
45. H 0.12
46. C -0.19
47. C -0.16
48. C -0.19
49. O -0.17
50. C -0.18
51. H 0.11
52. H 0.11
53. H 0.11
54. H 0.11
55. H 0.11
56. H 0.11
57. H 0.12
58. H 0.11
59. C -0.18
60. C -0.20
61. C -0.15
62. O -0.16
63. C -0.19
64. H 0.11
65. H 0.11
66. H 0.11
67. H 0.11
68. H 0.11
69. H 0.12
70. H 0.11
71. H 0.11
72. C -0.17
73. C -0.19
74. C -0.19
75. O -0.17
76. C -0.19
77. H 0.11
78. H 0.10
79. H 0.11
80. H 0.12
81. H 0.12
82. H 0.12
83. H 0.11
84. H 0.12
85. C -0.16
86. C -0.17
87. C -0.21
88. O -0.18
89. C -0.19
90. H 0.11
91. H 0.11
92. H 0.11
93. H 0.11
94. H 0.13
95. H 0.13
96. H 0.12
97. H 0.12
98. C -0.17
99. C -0.25

***

(2)
Below is C3H2BrNS in the gas phase in a non-equilibrium geometry, with properties calculated with wB97M-V/def2-TZVPD.

Geometry (Å):
C  -0.16670  1.38168  -0.11046
C  0.63510  -0.92247  0.34081
C  -0.36513  -0.03137  -0.40843
N  0.04837  2.46550  0.15120
S  2.23545  -0.69918  0.19075
Br  -2.20368  -0.47157  0.33904
H  0.24269  -1.67868  1.10069
H  -0.42609  -0.04393  -1.60360

Values from the calculation:
- HOMO (Eh) = -0.3591
- energy above the lowest of the compared OMol25 structures with the same formula, charge and spin (eV) = 0.5375
- E (eV) = -85509.239

In elementary charge units, the Löwdin charges are:
1. C -0.37
2. C -0.71
3. C -0.70
4. N 0.18
5. S 0.74
6. Br 0.64
7. H 0.06
8. H 0.16

***

(3)
Below is C3H8N2O3S in the gas phase in a non-equilibrium geometry, with properties calculated with wB97M-V/def2-TZVPD.

Geometry (Å):
C  -1.71703  -0.89548  1.00254
C  -0.85389  -0.36666  -1.47495
C  -0.59025  -0.43617  0.03425
N  0.35411  1.41231  2.05091
N  0.54170  -1.21192  0.27930
O  -2.05543  0.24771  1.58599
O  -2.11835  -2.03130  1.18261
O  0.50194  2.09873  -0.27782
S  -0.65989  1.31335  0.69809
H  -0.19315  0.29504  -1.99702
H  -0.71508  -1.40704  -1.84984
H  -1.94828  -0.17332  -1.75370
H  -0.30562  1.17224  2.80859
H  1.16610  -1.14207  -0.51348
H  1.16022  0.86262  2.06025
H  0.26708  -2.15348  0.41715
H  1.32763  2.52598  0.00441

Values from the calculation:
- HOMO (alpha / beta) (Eh) = -0.1865 / -0.3697
- energy above the lowest of the compared OMol25 structures with the same formula, charge and spin (eV) = 0.3877
- <S²> = 2.01
- E (eV) = -23191.913
- spin multiplicity = 3

In elementary charge units, the Löwdin charges are:
1. C -0.54
2. C -0.06
3. C -0.60
4. N -0.17
5. N 0.09
6. O -0.14
7. O 0.11
8. O -0.32
9. S 1.03
10. H 0.06
11. H 0.10
12. H 0.11
13. H 0.06
14. H 0.10
15. H 0.02
16. H 0.08
17. H 0.06